Record 1
Molecular formula: C52H91N13
Method: DFT, ωB97M-V/def2-TZVPD

For the HOMO energy, the calculation gives -0.4053 Eh. The energy relative to the best compared isomer or geometry (same formula, charge and spin) is 424.4 kJ/mol.

Atoms and positions in Å:
C  7.495  0.108  -1.976
C  6.276  -0.728  -1.460
C  5.253  0.240  -1.044
C  5.689  1.008  0.156
N  6.054  1.446  1.169
H  7.537  0.956  -1.304
H  7.232  0.499  -2.963
H  8.395  -0.359  -1.959
H  6.494  -1.379  -0.603
H  5.858  -1.333  -2.277
H  4.374  -0.304  -0.847
H  4.924  0.941  -1.791
C  -1.506  -5.767  -2.074
C  -2.016  -4.315  -2.033
C  -1.632  -3.478  -3.316
C  -0.216  -3.442  -3.512
N  0.928  -3.513  -3.345
H  -1.750  -6.099  -3.107
H  -2.062  -6.461  -1.415
H  -0.448  -5.809  -1.998
H  -1.743  -3.720  -1.181
H  -3.096  -4.237  -2.022
H  -1.977  -2.457  -3.350
H  -2.114  -3.846  -4.223
C  -6.924  -6.601  -2.707
C  -5.949  -6.149  -1.601
C  -5.894  -4.645  -1.390
C  -5.703  -3.790  -2.523
N  -5.492  -3.050  -3.368
H  -6.982  -6.139  -3.688
H  -7.972  -6.517  -2.317
H  -6.829  -7.692  -2.873
H  -4.958  -6.475  -1.848
H  -6.218  -6.798  -0.725
H  -5.074  -4.546  -0.629
H  -6.736  -4.184  -0.796
C  -1.418  -5.096  1.794
C  -1.447  -3.679  2.249
C  -2.827  -3.298  2.941
C  -3.868  -3.007  2.002
N  -4.623  -2.831  1.182
H  -1.656  -5.791  2.619
H  -0.316  -5.293  1.526
H  -2.179  -5.288  1.041
H  -1.469  -3.002  1.321
H  -0.672  -3.316  2.955
H  -2.766  -2.384  3.569
H  -3.231  -4.044  3.719
C  2.602  -6.894  -0.874
C  2.519  -5.857  -1.976
C  2.941  -4.523  -1.361
C  2.092  -4.035  -0.223
N  1.561  -3.589  0.717
H  2.363  -7.899  -1.306
H  2.043  -6.621  -0.032
H  3.696  -6.927  -0.442
H  1.520  -5.791  -2.365
H  3.075  -6.051  -2.879
H  3.026  -3.702  -2.082
H  3.927  -4.641  -0.857
C  -2.165  7.201  2.980
C  -1.094  7.863  3.827
C  0.323  7.471  3.387
C  0.552  7.749  1.975
N  0.685  8.146  0.897
H  -3.154  7.413  3.388
H  -2.055  6.072  2.924
H  -2.181  7.455  1.847
H  -1.339  7.503  4.849
H  -1.196  8.935  3.854
H  0.375  6.379  3.610
H  1.139  7.932  3.961
C  -1.066  3.082  4.956
C  0.028  2.452  5.772
C  -0.391  0.984  6.245
C  -1.124  0.238  5.225
N  -1.761  -0.262  4.438
H  -2.034  3.173  5.491
H  -1.208  2.566  3.981
H  -0.742  4.119  4.642
H  0.151  3.014  6.736
H  0.981  2.430  5.226
H  -1.013  1.210  7.104
H  0.417  0.299  6.622
C  -0.623  4.856  0.570
C  -1.358  5.774  -0.401
C  -0.372  5.877  -1.592
C  0.121  4.574  -2.176
N  0.585  3.604  -2.625
H  0.413  5.293  0.584
H  -0.659  3.796  0.417
H  -1.011  5.045  1.596
H  -1.349  6.849  -0.092
H  -2.374  5.414  -0.731
H  0.562  6.338  -1.135
H  -0.796  6.474  -2.385
C  -3.422  1.549  -5.363
C  -4.528  0.655  -4.666
C  -5.844  1.368  -4.447
C  -5.689  2.503  -3.561
N  -5.530  3.476  -2.957
H  -3.023  2.292  -4.725
H  -3.754  2.064  -6.266
H  -2.629  0.898  -5.709
H  -4.204  0.294  -3.713
H  -4.719  -0.270  -5.163
H  -6.460  0.589  -3.983
H  -6.219  1.707  -5.418
C  2.586  -0.742  -3.971
C  2.298  0.804  -3.989
C  0.961  1.099  -4.765
C  -0.119  0.333  -4.189
N  -0.969  -0.275  -3.750
H  2.072  -1.252  -3.132
H  3.590  -0.882  -3.818
H  2.295  -1.170  -4.948
H  3.095  1.121  -4.704
H  2.348  1.205  -3.026
H  0.960  0.974  -5.877
H  0.729  2.169  -4.579
C  4.455  -1.383  3.803
C  2.997  -1.169  3.344
C  2.065  -2.234  3.947
C  1.872  -1.955  5.387
N  1.768  -1.665  6.497
H  5.085  -0.823  3.122
H  4.674  -2.422  3.827
H  4.715  -0.899  4.740
H  2.961  -1.095  2.277
H  2.645  -0.237  3.745
H  2.434  -3.217  3.763
H  1.029  -2.047  3.518
C  4.558  5.068  1.657
C  3.621  4.262  0.683
C  2.871  3.204  1.482
C  1.956  3.800  2.481
N  1.159  4.442  3.024
H  3.780  5.684  2.232
H  5.240  5.754  1.137
H  5.068  4.411  2.351
H  4.166  3.740  -0.042
H  2.965  5.025  0.170
H  3.605  2.465  1.909
H  2.201  2.647  0.844
C  -0.935  1.109  1.146
C  -1.068  0.513  -0.249
C  -0.155  -0.714  -0.402
C  1.278  -0.329  -0.196
N  2.345  -0.008  0.024
H  -1.783  1.829  1.289
H  0.069  1.517  1.455
H  -1.143  0.302  1.891
H  -0.852  1.302  -0.925
H  -2.084  0.180  -0.374
H  -0.282  -1.155  -1.386
H  -0.484  -1.532  0.287

Forces on atoms 1 to 2 (eV/Å):
C -3.4 0.8 0.4
C 1.9 -0.1 -1.3

Record 2
Molecular formula: C53H108F15KN8O11S5
Method: DFT, ωB97M-V/def2-TZVPD

For the HOMO energy, the calculation gives -0.5584 Eh. As for the total charge: +4.

Atoms and positions in Å:
K  2.384  -1.895  3.071
C  1.061  0.975  0.842
F  -0.139  1.548  0.512
F  1.991  1.873  0.580
F  0.965  0.556  2.099
S  1.307  -0.612  -0.241
O  0.070  -1.338  -0.138
O  1.530  -0.080  -1.584
O  2.443  -1.345  0.337
C  -2.973  1.162  -1.116
C  -4.357  1.151  -0.397
C  -5.269  2.124  -1.167
N  -6.701  2.135  -0.618
C  -6.759  2.582  0.810
C  -7.614  2.943  -1.547
C  -8.986  2.331  -1.531
C  -8.892  0.971  -0.774
C  -7.385  0.783  -0.669
H  -2.285  0.652  -0.444
H  -2.672  2.206  -1.223
H  -3.053  0.658  -2.077
H  -4.113  1.577  0.578
H  -4.628  0.102  -0.296
H  -5.442  1.705  -2.156
H  -4.847  3.120  -1.073
H  -6.455  3.620  0.924
H  -6.238  1.921  1.498
H  -7.811  2.497  1.087
H  -7.547  3.956  -1.145
H  -7.152  3.052  -2.528
H  -9.707  3.022  -1.088
H  -9.485  2.260  -2.499
H  -9.548  1.042  0.092
H  -9.370  0.174  -1.343
H  -7.064  0.203  0.196
H  -7.024  0.272  -1.562
C  3.542  2.174  -5.249
C  2.244  2.468  -4.488
C  2.615  3.256  -3.232
N  1.400  3.928  -2.540
C  0.272  2.957  -2.369
C  0.791  5.134  -3.308
C  1.372  6.390  -2.591
C  2.332  5.860  -1.555
C  1.849  4.472  -1.177
H  4.118  1.365  -4.795
H  4.248  3.008  -5.299
H  3.477  1.941  -6.314
H  1.745  1.514  -4.330
H  1.586  3.116  -5.072
H  3.287  4.102  -3.343
H  2.943  2.552  -2.467
H  -0.634  3.428  -2.000
H  0.606  2.240  -1.622
H  0.091  2.405  -3.287
H  -0.282  5.066  -3.179
H  1.073  5.082  -4.356
H  0.558  7.038  -2.266
H  1.900  7.046  -3.285
H  2.462  6.467  -0.656
H  3.362  5.774  -1.904
H  0.959  4.405  -0.555
H  2.709  3.924  -0.804
C  1.033  7.765  2.005
C  0.524  6.293  2.030
C  0.225  5.861  3.429
N  -0.347  4.460  3.598
C  0.646  3.428  3.135
C  -0.719  4.176  5.032
C  -2.008  3.311  5.057
C  -2.468  3.262  3.609
C  -1.698  4.359  2.899
H  0.206  8.389  2.354
H  1.227  8.133  1.002
H  1.843  7.817  2.728
H  1.344  5.695  1.624
H  -0.361  6.217  1.395
H  -0.464  6.526  3.954
H  1.067  5.835  4.126
H  0.932  3.676  2.113
H  0.227  2.441  3.296
H  1.609  3.536  3.634
H  0.023  3.567  5.557
H  -0.745  5.048  5.685
H  -1.776  2.309  5.412
H  -2.741  3.695  5.764
H  -2.226  2.291  3.175
H  -3.539  3.452  3.532
H  -1.482  4.172  1.847
H  -2.208  5.315  3.006
C  0.333  -4.628  -4.359
C  0.363  -3.122  -4.615
C  -0.966  -2.628  -5.172
N  -1.089  -1.109  -5.170
C  -1.177  -0.565  -3.747
C  -2.348  -0.591  -5.852
C  -1.954  0.582  -6.766
C  -0.485  0.868  -6.378
C  -0.015  -0.529  -6.063
H  -0.408  -4.836  -3.586
H  1.299  -4.944  -3.965
H  0.196  -5.220  -5.262
H  1.153  -2.940  -5.348
H  0.635  -2.588  -3.703
H  -1.773  -3.013  -4.543
H  -1.229  -2.972  -6.172
H  -1.931  -1.151  -3.228
H  -1.525  0.458  -3.842
H  -0.189  -0.708  -3.314
H  -3.111  -0.257  -5.152
H  -2.807  -1.390  -6.433
H  -2.517  1.512  -6.771
H  -1.914  0.261  -7.808
H  -0.428  1.505  -5.493
H  0.105  1.354  -7.153
H  0.908  -0.517  -5.482
H  0.043  -1.210  -6.909
C  -7.226  -6.138  2.602
C  -5.691  -5.931  2.727
C  -5.101  -5.497  1.386
N  -3.690  -4.916  1.532
C  -2.772  -5.799  2.310
C  -3.629  -3.470  2.047
C  -2.487  -2.778  1.329
C  -2.108  -3.642  0.141
C  -3.109  -4.785  0.104
H  -7.498  -7.124  2.239
H  -7.649  -5.319  2.015
H  -7.702  -5.953  3.565
H  -5.266  -6.868  3.086
H  -5.591  -5.204  3.534
H  -5.735  -4.760  0.893
H  -4.988  -6.296  0.653
H  -2.701  -6.725  1.744
H  -3.176  -6.010  3.297
H  -1.803  -5.322  2.443
H  -3.652  -3.357  3.128
H  -4.605  -3.121  1.702
H  -1.591  -2.602  1.910
H  -2.803  -1.821  0.913
H  -1.080  -3.998  0.194
H  -2.160  -3.143  -0.827
H  -2.779  -5.757  -0.260
H  -3.961  -4.558  -0.539
C  7.190  0.458  1.720
C  6.885  0.009  0.298
C  6.059  -1.283  0.278
N  5.715  -1.771  -1.112
C  4.947  -0.784  -1.942
C  6.880  -2.305  -1.933
C  7.046  -3.745  -1.463
C  5.616  -4.232  -1.453
C  4.851  -3.037  -0.841
H  8.077  1.092  1.718
H  7.460  -0.339  2.413
H  6.365  1.020  2.159
H  7.852  -0.181  -0.174
H  6.430  0.832  -0.255
H  5.092  -1.068  0.747
H  6.507  -2.108  0.828
H  4.673  -1.309  -2.851
H  5.626  0.036  -2.180
H  4.160  -0.377  -1.318
H  6.587  -2.294  -2.981
H  7.773  -1.703  -1.780
H  7.668  -4.362  -2.107
H  7.423  -3.707  -0.440
H  5.257  -4.533  -2.436
H  5.489  -5.057  -0.751
H  3.859  -2.903  -1.271
H  4.678  -3.199  0.220
C  1.562  -4.735  1.757
F  0.836  -4.027  2.623
F  0.824  -5.671  1.179
F  2.174  -3.902  0.922
S  3.031  -5.615  2.669
O  2.416  -6.111  3.870
O  3.509  -6.563  1.705
N  3.911  -4.210  2.960
S  5.364  -4.748  2.849
O  5.617  -6.006  3.508
O  5.928  -4.701  1.514
C  6.309  -3.518  3.934
F  5.668  -3.372  5.089
F  7.517  -3.946  4.225
F  6.309  -2.328  3.287
C  4.206  0.971  4.318
F  4.991  -0.086  4.416
F  4.826  2.116  4.458
F  3.597  0.961  3.139
S  2.907  0.903  5.725
O  3.666  0.473  6.871
O  2.271  2.203  5.841
N  1.908  -0.371  5.158
S  0.601  -0.270  5.961
O  0.815  -0.775  7.287
O  -0.163  0.950  5.773
C  -0.411  -1.639  5.132
F  0.303  -2.774  5.066
F  -1.494  -1.881  5.841
F  -0.775  -1.247  3.881

Forces on atoms 1 to 2 (eV/Å):
K 0.4 -0.2 0.0
C -1.2 -2.4 -1.7